Entry one
This record from OMol25 describes C2H5NOS as an isolated structure. The level of theory is wB97M-V/def2-TZVPD.

Properties
- HOMO-LUMO gap (eV) = 8.764
- HOMO (eV) = -8.646

The geometry in XYZ format:
```
10
C2H5NOS (wB97M-V/def2-TZVPD)
C -0.450 -0.561 1.054
C -0.122 0.259 -1.311
H -1.502 -0.558 0.646
H -0.426 -1.948 1.382
H 0.022 0.411 1.759
H 1.160 1.529 0.316
H 0.449 0.938 -1.836
N 0.502 -0.065 -0.165
O 1.529 0.735 0.111
S -1.164 -0.738 -1.957
```

Atomic partial charges in e from the natural (NBO) method, atoms 1 to 6: C -0.48; C -0.14; H 0.23; H 0.25; H 0.22; H 0.45



Entry two
This record from OMol25 describes a 2-piece molecular cluster, C2H5NOS overall. The level of theory is wB97M-V/def2-TZVPD.

Properties
- HOMO-LUMO gap (eV) = 8.382
- HOMO (eV) = -8.528

The geometry in XYZ format:
```
10
C2H5NOS (wB97M-V/def2-TZVPD)
C -0.282 -0.843 0.464
C 0.664 -0.276 1.197
N 0.772 1.178 -1.955
O 1.582 2.395 -2.104
S 1.978 1.313 -1.011
H 3.041 0.506 -1.546
H -0.474 -1.899 0.539
H -1.009 -0.204 -0.189
H 0.634 0.793 1.438
H 1.087 -0.800 2.006
```

Atomic partial charges in e from the natural (NBO) method, atoms 1 to 6: C -0.34; C -0.46; N -0.59; O -0.52; S 1.10; H 0.00



What should be chosen as the least stable of them? Choose entry two.



Entry one
This record from OMol25 describes an isolated ion of composition C5H12NO and charge +1. The level of theory is wB97M-V/def2-TZVPD.

Properties
- net charge = +1
- HOMO-LUMO gap (alpha / beta) (eV) = 7.558 / 8.251
- HOMO (alpha / beta) (eV) = -11.550 / -12.002

The geometry in XYZ format:
```
19
C5H12NO (wB97M-V/def2-TZVPD)
C 0.730 0.288 -0.255
C -1.447 -0.323 0.036
C -2.650 -1.150 -0.225
C 3.087 -0.111 0.623
C 2.056 -0.274 -0.579
N -1.967 1.132 0.344
O -0.238 -0.536 -0.359
H 0.780 1.375 -0.001
H -3.302 -0.584 -0.955
H -3.280 -1.372 0.629
H -2.384 -1.991 -0.943
H 3.215 0.857 0.935
H 4.084 -0.643 0.417
H 2.845 -0.530 1.570
H 2.031 -1.269 -0.854
H 2.335 0.086 -1.550
H -2.088 1.738 -0.508
H -1.466 1.736 0.974
H -2.889 1.049 0.742
```

Atomic partial charges in e from the natural (NBO) method, atoms 1 to 6: C 0.16; C 0.32; C -0.70; C -0.61; C -0.49; N -0.73



Entry two
This record from OMol25 describes an isolated ion of composition C5H12NO and charge +1. The level of theory is wB97M-V/def2-TZVPD.

Properties
- net charge = +1
- HOMO-LUMO gap (eV) = 10.956
- HOMO (eV) = -14.381
- SMILES = CO[C@]1(C)C[C@@H]1[NH3+]

The geometry in XYZ format:
```
19
C5H12NO (wB97M-V/def2-TZVPD)
C 1.823 -1.240 0.516
O 0.748 -0.846 -0.333
C 0.195 0.377 -0.160
C 0.798 1.447 -1.059
C -0.634 0.792 1.043
C -1.410 0.359 -0.182
N -1.733 -1.042 -0.046
H 1.502 -0.815 1.477
H 2.825 -0.922 0.062
H 1.861 -2.373 0.494
H 1.713 1.915 -0.724
H 0.009 2.286 -1.121
H 0.919 1.060 -2.021
H -0.693 1.864 1.225
H -0.628 0.106 1.928
H -1.844 1.112 -0.849
H -2.362 -1.351 0.802
H -0.808 -1.464 -0.115
H -2.281 -1.264 -0.939
```

Atomic partial charges in e from the natural (NBO) method, atoms 1 to 6: C -0.26; O -0.55; C 0.29; C -0.63; C -0.45; C -0.14



What should be chosen as the least stable of them? Choose entry one.



Entry one
This record from OMol25 describes a 2-piece molecular cluster, C5H12NO overall. The level of theory is wB97M-V/def2-TZVPD.

Properties
- net charge = +1
- HOMO-LUMO gap (eV) = 10.006
- HOMO (eV) = -13.247

The geometry in XYZ format:
```
19
C5H12NO (wB97M-V/def2-TZVPD)
C -1.662 -2.603 -0.256
C -1.524 -1.110 -0.220
C -1.387 -0.387 -1.315
O -1.247 1.011 -1.315
H -2.673 -2.892 0.036
H -1.440 -2.991 -1.246
H -0.986 -3.057 0.469
H -1.587 -0.607 0.742
H -1.356 -0.808 -2.310
H -2.065 1.424 -1.011
C 2.282 1.615 0.746
C 2.083 1.386 2.024
N 1.297 1.180 -0.259
H 3.151 2.113 0.354
H 2.811 1.706 2.754
H 1.205 0.870 2.396
H 1.436 0.195 -0.502
H 0.316 1.251 0.046
H 1.347 1.704 -1.132
```

Atomic partial charges in e from the natural (NBO) method, atoms 1 to 6: C -0.64; C -0.23; C 0.07; O -0.77; H 0.24; H 0.22



Entry two
This record from OMol25 describes a 2-piece molecular cluster, C5H12NO overall. The level of theory is wB97M-V/def2-TZVPD.

Properties
- net charge = +1
- HOMO-LUMO gap (eV) = 8.869
- HOMO (eV) = -13.731

The geometry in XYZ format:
```
19
C5H12NO (wB97M-V/def2-TZVPD)
C 1.739 0.938 -0.782
C 0.309 0.312 -1.129
C 0.028 -0.920 -0.346
C -0.111 -2.080 -1.024
C -0.192 0.082 1.750
N 0.215 -0.939 1.080
H 2.436 0.069 -0.744
H 1.878 1.561 -1.665
H 2.173 1.494 0.075
H -0.367 1.144 -0.905
H 0.117 0.173 -2.210
H -0.527 -2.023 -2.007
H 0.153 -3.013 -0.521
H -0.232 0.042 2.848
H -0.298 1.070 1.353
H 0.792 -1.617 1.575
H -3.315 0.893 1.209
H -2.396 1.863 0.557
O -2.403 0.950 0.887
```

Atomic partial charges in e from the natural (NBO) method, atoms 1 to 6: C -0.65; C -0.45; C 0.11; C -0.31; C 0.17; N -0.45



What should be chosen as the least stable of them? Choose entry two.



Entry one
This record from OMol25 describes one molecule with the formula C6H13N. The level of theory is wB97M-V/def2-TZVPD.

Properties
- HOMO-LUMO gap (eV) = 8.981
- HOMO (eV) = -7.840
- SMILES = CCN1CCCC1

The geometry in XYZ format:
```
20
C6H13N (wB97M-V/def2-TZVPD)
C 1.143 1.346 1.856
C 1.431 0.604 0.554
N 0.305 0.395 -0.324
C 0.450 -0.651 -1.330
C -0.782 -1.522 -1.263
C -1.836 -0.583 -0.658
C -1.034 0.311 0.265
H 1.191 0.781 2.791
H 0.184 1.847 1.834
H 1.939 2.083 1.994
H 2.182 1.180 0.019
H 2.001 -0.334 0.703
H 1.365 -1.245 -1.187
H 0.650 -0.171 -2.296
H -1.066 -1.834 -2.261
H -0.690 -2.432 -0.672
H -2.671 -1.100 -0.187
H -2.239 0.014 -1.468
H -1.499 1.301 0.308
H -1.023 0.012 1.324
```

Atomic partial charges in e from the natural (NBO) method, atoms 1 to 6: C -0.63; C -0.20; N -0.45; C -0.22; C -0.41; C -0.41



Entry two
This record from OMol25 describes one molecule with the formula C6H13N. The level of theory is wB97M-V/def2-TZVPD.

Properties
- HOMO-LUMO gap (eV) = 9.253
- HOMO (eV) = -8.300
- SMILES = CCCC/C=C/N

The geometry in XYZ format:
```
20
C6H13N (wB97M-V/def2-TZVPD)
C 0.943 -2.812 0.904
C 0.698 -1.388 0.439
C -0.472 -1.272 -0.596
C -0.341 -0.070 -1.461
C -0.615 1.335 -0.860
C 0.071 1.990 0.118
N -0.490 2.837 1.074
H 1.613 -2.849 1.900
H 1.374 -3.488 0.124
H -0.195 -3.153 0.971
H 1.629 -0.972 -0.064
H 0.696 -0.788 1.343
H -0.397 -2.233 -1.206
H -1.387 -1.241 0.024
H -0.860 -0.210 -2.364
H 0.696 -0.222 -1.800
H -1.519 1.679 -1.351
H 1.035 1.357 0.269
H -1.218 2.489 1.652
H 0.261 3.076 1.721
```

Atomic partial charges in e from the natural (NBO) method, atoms 1 to 6: C -0.61; C -0.41; C -0.39; C -0.44; C -0.23; C -0.02



What should be chosen as the least stable of them? Choose entry two.